Run one
Formula: C8H15N2
Source: the OMol25 dataset
Level of theory: ωB97M-V with the def2-TZVPD basis set

Atoms and positions in Å:
H1 -3.61564 -0.18007 -0.60412
H2 -2.52565 0.64037 2.03122
C1 -2.61041 -0.17729 -0.98051
H3 -0.20410 1.60197 2.64259
H4 0.20330 -1.25591 -3.07603
C2 -0.39637 0.82492 1.86578
H5 -0.31588 -0.17510 2.41292
H6 2.75779 0.87560 0.69931
H7 2.07484 -0.45682 1.62577
C3 0.56465 -1.67821 -2.17884
C4 0.34083 -0.13868 -0.12334
N1 0.72236 0.75963 0.86932
C5 -1.75480 0.86669 1.20888
H8 -2.43126 0.58842 -1.79199
C6 2.04353 0.57501 1.44419
H9 2.55142 -0.64525 -2.48058
H10 -2.52743 -1.10157 -1.59118
H11 0.26264 -2.65314 -1.94699
H12 0.75889 1.80537 0.63025
C7 1.98487 -1.26926 -1.83513
H13 2.56232 -1.84733 -1.21864
H14 -2.04829 1.76644 0.59471
N2 -1.81196 -0.24739 0.23240
C8 0.84437 -0.74700 -1.12456
H15 2.23440 1.09129 2.35931

Computed properties:
**Charge**: +1
**Kohn-Sham gap (spin up / spin down)**: 8.8984 / 8.9019 eV

Atomic partial charges in e from the natural (NBO) method, atoms 1 to 6: number 1, H, carries 0.2350; number 2, H, carries 0.2549; number 3, C, carries -0.4602; number 4, H, carries 0.2470; number 5, H, carries 0.2461; number 6, C, carries -0.2264

=====

Run two
Formula: C8H15N2
Source: the OMol25 dataset
Level of theory: ωB97M-V with the def2-TZVPD basis set

Atoms and positions in Å:
C1 0.96963 -1.65502 0.17121
H1 0.49257 1.06426 3.06915
C2 1.76270 0.30105 -1.15311
H2 1.16256 0.07726 -2.15355
H3 -0.13109 2.27400 -0.65071
H4 -0.50582 1.26122 -2.08397
H5 -1.86434 1.88377 -1.01148
H6 2.25862 0.73015 1.45611
H7 0.17614 -1.79963 0.96637
H8 2.00421 1.42461 -1.13977
C3 -0.83255 1.50803 -0.96911
C4 -1.99478 -0.18048 1.53193
H9 -2.85955 0.39666 1.65718
C5 0.88005 -0.16056 -0.04659
C6 -1.74704 -0.60194 -0.03285
H10 -2.50172 -0.42518 -0.67221
H11 0.77307 -2.31052 -0.71922
C7 0.34818 0.80260 1.99421
H12 -1.70447 -1.67134 -0.33964
N1 1.30840 0.50898 1.14729
C8 -0.60654 0.31870 -0.13911
H13 -1.97819 -0.83867 2.43841
N2 -0.88320 0.77108 1.50094
H14 2.72051 -0.14029 -1.28391
H15 1.97139 -1.97710 0.54531

Computed properties:
**Charge**: +1
**Kohn-Sham gap**: 10.3216 eV
**Structure (SMILES)**: CC1(C)[NH+]=CN2CC[C@@]21C

Atomic partial charges in e from the natural (NBO) method, atoms 1 to 6: number 1, C, carries -0.6141; number 2, H, carries 0.2415; number 3, C, carries -0.6300; number 4, H, carries 0.2340; number 5, H, carries 0.2327; number 6, H, carries 0.2486

=====

Each structure's energy above the most stable one, in kJ/mol: run one 379.5; run two 0.0.

=====

Run one
Formula: C9H17N4O
Source: the OMol25 dataset
Level of theory: ωB97M-V with the def2-TZVPD basis set

Atoms and positions in Å:
N1 2.51070 1.36105 -0.32475
C1 -4.28154 0.43446 -0.00770
H1 1.58892 -2.66188 -0.33031
N2 -4.63647 1.63455 -0.03330
H2 3.55219 -1.61090 -0.33018
H3 -1.10323 -2.44980 -0.04022
O1 1.55895 -1.72906 -0.53026
H4 -4.74744 2.28402 0.72772
H5 -0.74048 2.52050 -0.67862
C2 2.89973 1.11690 1.02230
C3 2.71071 -0.44780 1.15700
H6 2.68368 2.22716 -0.78635
C4 -1.76611 -1.62135 0.02067
C5 -4.27150 -0.88626 0.11729
H7 2.13781 0.03384 -2.10896
H8 2.15232 1.69213 1.78452
H9 3.24284 -1.03296 1.89778
H10 3.87180 0.41972 -1.50149
C6 2.73687 -1.02067 -0.28828
C7 -1.42576 0.69653 -0.34625
N3 -0.96426 -0.53305 -0.14069
N4 -0.50651 1.68805 -0.23033
H11 1.75733 -0.67986 1.56605
H12 -4.37084 2.07615 -0.88476
H13 3.89554 1.33104 1.18348
C8 2.91689 0.19467 -1.20237
H14 0.01929 -0.63021 -0.12427
H15 -5.34984 -1.27470 0.01943
H16 0.59706 1.44455 -0.15094
H17 -3.54288 -2.81758 0.35271
C9 -3.12580 -1.75926 0.19109

Computed properties:
**Charge**: +1
**Kohn-Sham gap**: 7.9056 eV

Atomic partial charges in e from the natural (NBO) method, atoms 1 to 6: number 1, N, carries -0.6709; number 2, C, carries 0.4827; number 3, H, carries 0.4978; number 4, N, carries -0.6660; number 5, H, carries 0.1859; number 6, H, carries 0.2150

=====

Run two
Formula: C9H17N4O
Source: the OMol25 dataset
Level of theory: ωB97M-V with the def2-TZVPD basis set

Atoms and positions in Å:
C1 2.50727 0.32981 1.38542
N1 -0.04403 -1.28773 -0.73862
C2 -4.58620 0.69885 0.46172
H1 0.35233 0.72436 0.96094
H2 2.32844 -0.37188 2.16648
N2 1.65122 -2.67465 -1.26595
N3 0.35317 -2.42658 -1.39739
C3 1.06018 -0.73880 -0.25011
H3 -3.32733 1.20445 -1.67064
H4 2.61416 1.23630 1.83749
C4 1.28282 0.52881 0.48013
H5 -1.95981 -1.43884 0.23960
H6 3.84180 0.55997 -0.33209
H7 -3.06933 -1.45382 1.75856
H8 -1.91238 0.11955 -1.33804
H9 4.53689 -0.19688 1.17336
C5 -2.98739 0.26055 -1.28037
N4 -3.32278 0.11428 0.12160
H10 -0.10277 -3.17821 -1.85980
C6 3.72931 -0.11734 0.57175
H11 3.73658 -2.37763 0.64478
C7 -2.62953 -0.92332 0.96784
C8 2.11936 -1.69983 -0.52001
H12 -4.93346 0.23589 1.43606
H13 -5.35090 0.33600 -0.11870
H14 4.17450 -1.59888 -1.05092
H15 1.31042 1.36904 -0.20626
O1 -2.26539 0.41468 1.01567
H16 -4.55812 1.80539 0.41761
C9 3.55011 -1.53074 -0.05982
H17 -3.59832 -0.40496 -1.86978

Computed properties:
**Charge**: +1
**Kohn-Sham gap**: 9.3813 eV

Atomic partial charges in e from the natural (NBO) method, atoms 1 to 6: number 1, C, carries -0.3884; number 2, N, carries -0.3450; number 3, C, carries -0.4360; number 4, H, carries 0.2174; number 5, H, carries 0.2054; number 6, N, carries -0.2113

=====

Each structure's energy above the most stable one, in kJ/mol: run one 19.6; run two 0.0.

=====

Run one
Formula: H4NPSi
Source: the OMol25 dataset
Level of theory: ωB97M-V with the def2-TZVPD basis set

Atoms and positions in Å:
Si1 -0.40062 1.00711 0.06896
H1 1.08790 1.51227 -0.20707
N1 0.00073 -0.69544 -0.02051
P1 0.75373 -1.89630 0.58323
H2 -1.58680 1.18009 -0.98649
H3 0.88088 -2.71085 -0.72354
H4 -0.73581 1.60311 1.28542

Computed properties:
**Charge**: 0
**Kohn-Sham gap**: 8.2236 eV
**Structure (SMILES)**: [H]/P=N/[SiH3]

Atomic partial charges in e from the natural (NBO) method, atoms 1 to 6: number 1, Si, carries 1.0812; number 2, H, carries -0.1555; number 3, N, carries -1.3466; number 4, P, carries 0.9143; number 5, H, carries -0.1546; number 6, H, carries -0.1297

=====

Run two
Formula: H4NPSi
Source: the OMol25 dataset
Level of theory: ωB97M-V with the def2-TZVPD basis set

Atoms and positions in Å:
N1 -1.09274 -1.60077 0.97862
H1 1.11597 -0.27158 1.42111
P1 -2.63858 -1.89366 0.94453
Si1 0.53501 -1.53457 1.02690
H2 -0.97996 1.85935 -0.56087
H3 -1.36301 1.41920 -1.07243
H4 1.36532 -2.66078 0.65792

Computed properties:
**Charge**: 0
**Kohn-Sham gap (spin up / spin down)**: 5.9929 / 5.9778 eV

Atomic partial charges in e from the natural (NBO) method, atoms 1 to 6: number 1, N, carries -1.3716; number 2, H, carries -0.1592; number 3, P, carries 0.6174; number 4, Si, carries 1.0689; number 5, H, carries -0.0062; number 6, H, carries 0.0052

=====

Each structure's energy above the most stable one, in kJ/mol: run one 0.0; run two 168.4.

=====

Run one
Formula: CH6N2O2
Source: the OMol25 dataset
Level of theory: ωB97M-V with the def2-TZVPD basis set

Atoms and positions in Å:
N1 -1.44942 -0.32052 0.00099
H1 0.65764 0.39542 2.36014
O1 1.96830 0.12957 -2.31880
C1 -0.19194 0.21360 0.54043
H2 -0.43164 -0.77862 2.39449
H3 -1.58818 -0.34004 -1.01386
N2 0.13116 -0.23792 1.74353
O2 0.38846 1.13732 0.00506
H4 1.46060 0.59316 -1.66783
H5 -2.19186 -0.47472 0.78093
H6 1.24688 -0.31726 -2.82506

Computed properties:
**Charge**: 0
**Kohn-Sham gap**: 10.5443 eV
**Structure (SMILES)**: NC(N)=O.O

Atomic partial charges in e from the natural (NBO) method, atoms 1 to 6: number 1, N, carries -0.9200; number 2, H, carries 0.4021; number 3, O, carries -0.9449; number 4, C, carries 0.7904; number 5, H, carries 0.3941; number 6, H, carries 0.4154

=====

Run two
Formula: CH6N2O2
Source: the OMol25 dataset
Level of theory: ωB97M-V with the def2-TZVPD basis set

Atoms and positions in Å:
C1 -0.17959 -0.17048 0.09363
O1 0.65410 -0.70497 -1.78474
H1 -0.15290 -1.33078 1.76636
H2 1.61994 -0.12662 -0.93920
O2 0.09756 -1.26868 -0.61364
N1 -0.48657 -0.44732 1.40549
H3 -0.67027 1.11859 -1.37745
H4 1.62259 0.22503 -0.09001
H5 -0.41517 1.84242 0.17493
N2 -0.68632 1.03016 -0.36625
H6 -1.40337 -0.16735 1.73088

Computed properties:
**Charge**: 0
**Kohn-Sham gap**: 9.5753 eV

Atomic partial charges in e from the natural (NBO) method, atoms 1 to 6: number 1, C, carries 0.7673; number 2, O, carries -0.5136; number 3, H, carries 0.4047; number 4, H, carries 0.2103; number 5, O, carries -0.2433; number 6, N, carries -0.8288

=====

Each structure's energy above the most stable one, in kJ/mol: run one 0.0; run two 521.7.